{
  "formula": "ClH4NSi",
  "method": "ωB97M-V with the def2-TZVPD basis set",
  "homo_ev": -9.68,
  "elements": ["N", "Si", "H", "H", "H", "Cl", "H"],
  "coordinates": [[-0.697, -0.153, -0.044], [0.648, -0.945, 0.347], [-1.524, -0.561, -0.183], [0.765, -1.385, 1.659], [1.776, -0.788, -0.493], [-0.347, 2.540, -0.918], [-0.622, 1.291, -0.368]]
}